Computed, not measured: a structure of composition C5H10 in a non-equilibrium geometry, with wB97M-V/def2-TZVPD.

Each line ends with the Löwdin charge.
CARTESIAN COORDINATES (ANGSTROEM)
C: -0.328 1.616 0.955  -0.10
C: -0.558 0.112 0.643  -0.27
C: 0.845 -0.633 0.229  -0.19
C: 0.586 -1.121 -1.208  -0.17
C: -0.800 -0.510 -0.831  -0.16
H: -0.973 2.086 1.720  0.07
H: 0.694 1.719 1.355  0.06
H: -0.394 2.261 0.073  0.07
H: -0.869 -0.372 1.580  0.11
H: 1.583 0.146 0.273  0.08
H: 0.941 -1.477 0.897  0.10
H: 0.645 -2.213 -1.409  0.10
H: 1.160 -0.641 -2.027  0.10
H: -1.531 -1.301 -0.771  0.09
H: -1.001 0.326 -1.479  0.09

Its total energy is -5344.751 eV. For the HOMO energy, the calculation gives -8.427 eV. As for the largest force on an atom: 3.5 eV/Å. The value obtained for the energy relative to the best compared isomer or geometry (same formula, charge and spin) is 2.515 eV.

---

Computed, not measured: a cluster of 2 separate species, C5H10 in total in a non-equilibrium geometry, with wB97M-V/def2-TZVPD.

Each line ends with the Löwdin charge.
CARTESIAN COORDINATES (ANGSTROEM)
C: -2.289 -0.822 1.119  -0.02
C: -1.635 -1.663 1.921  -0.25
C: -0.157 -1.614 2.044  -0.13
H: -3.340 -0.839 0.876  0.04
H: -1.719 -0.093 0.551  0.05
H: -2.161 -2.237 2.674  0.09
H: 0.129 -2.546 1.523  0.08
H: 0.473 -0.801 1.719  0.07
H: 0.103 -1.843 3.087  0.07
C: 2.396 2.210 -2.483  -0.09
C: 1.113 1.982 -2.695  -0.08
H: 2.863 2.773 -1.686  0.04
H: 3.162 1.655 -3.020  0.04
H: 0.334 2.490 -2.144  0.04
H: 0.727 1.349 -3.484  0.04

Its total energy is -5345.010 eV. For the HOMO energy, the calculation gives -9.451 eV. As for the largest force on an atom: 2.6 eV/Å. The value obtained for the energy relative to the best compared isomer or geometry (same formula, charge and spin) is 2.256 eV.